## i
The following is a DFT calculation (wB97M-V/def2-TZVPD) of 3 unconnected molecules or ions with the total composition C4H12NS2.

Output
Gap between HOMO and LUMO: 7.00 eV
LUMO: -5.7071 eV
Highest occupied orbital energy: -12.709 eV

ORCA input file:
```
! wB97M-V def2-TZVPD RIJCOSX def2/J DEFGRID3
* xyz 1 1
C 1.059 0.904 1.117
C -1.605 -1.405 -0.523
C 0.237 1.031 -0.146
C -2.863 -1.081 -0.586
N 3.591 -0.297 -0.665
S -1.227 1.733 -0.240
S -3.609 0.163 0.518
H 2.051 1.151 0.852
H 0.701 1.561 1.889
H 1.157 -0.246 1.272
H -0.947 -0.776 0.012
H -1.114 -2.231 -1.104
H 0.795 0.560 -1.043
H -3.722 -1.521 -1.068
H 4.263 0.400 -0.245
H 4.142 -1.027 -1.227
H 3.234 -0.886 0.019
H -1.296 1.914 1.082
H -4.847 0.055 0.087
*
```


## ii
The following is a DFT calculation (wB97M-V/def2-TZVPD) of 2 unconnected molecules or ions with the total composition C4H12NS2.

Output
Gap between HOMO and LUMO: 6.97 eV
LUMO: -5.2798 eV
Highest occupied orbital energy: -12.250 eV

ORCA input file:
```
! wB97M-V def2-TZVPD RIJCOSX def2/J DEFGRID3
* xyz 1 1
C -1.656 -0.498 1.194
C -0.717 0.125 0.161
S -1.400 -0.369 -1.466
S 0.014 0.758 -2.636
H -1.569 -1.599 1.171
H -2.695 -0.225 0.918
H -1.464 -0.152 2.212
H 0.350 -0.159 0.152
H -0.791 1.216 0.205
H -0.649 1.932 -2.639
C 1.563 -1.436 2.318
C 1.487 1.043 2.135
N 2.127 -0.069 2.201
H 2.240 -2.015 2.956
H 1.577 -1.836 1.298
H 0.556 -1.377 2.724
H 0.405 1.098 2.038
H 2.096 1.964 2.038
H 3.168 0.006 2.307
*
```


Which structure is the least stable? The one labeled i.


## i
The following is a DFT calculation (wB97M-V/def2-TZVPD) of C5H6N2 in the gas phase.

Output
Gap between HOMO and LUMO: 9.46 eV
LUMO: 0.9611 eV
Highest occupied orbital energy: -8.496 eV
SMILES: c1cn2c(n1)CC2

ORCA input file:
```
! wB97M-V def2-TZVPD RIJCOSX def2/J DEFGRID3
* xyz 0 1
C -0.181 -1.834 -0.778
C -0.890 -0.680 -1.055
N -0.790 0.076 0.085
C 0.175 -0.554 0.844
N 0.513 -1.742 0.400
C 0.983 0.732 0.891
C -0.310 1.431 0.436
H -0.087 -2.716 -1.397
H -1.429 -0.364 -1.933
H 1.560 0.615 -0.037
H 1.624 1.060 1.702
H -0.256 2.123 -0.404
H -0.911 1.854 1.245
*
```


## ii
The following is a DFT calculation (wB97M-V/def2-TZVPD) of C5H6N2 in the gas phase.

Output
Gap between HOMO and LUMO (spin up / spin down): 8.99 / 8.72 eV
LUMO (spin up / spin down): -0.3586 / -0.3395 eV
Highest occupied orbital energy (spin up / spin down): -9.351 / -9.060 eV

ORCA input file:
```
! wB97M-V def2-TZVPD RIJCOSX def2/J DEFGRID3
* xyz 0 1
N -2.429 1.038 -1.388
C -1.585 0.273 -1.185
C -0.541 -0.673 -0.766
C 0.922 -0.206 -0.606
C 0.699 -0.444 0.934
C 0.148 0.846 1.318
N -0.659 -0.856 0.684
H -0.626 -1.587 -1.375
H 1.113 0.820 -0.939
H 1.655 -0.889 -1.014
H 1.410 -1.012 1.538
H 0.704 1.708 0.925
H -0.779 1.076 1.801
*
```


## iii
The following is a DFT calculation (wB97M-V/def2-TZVPD) of a molecular structure, C5H6N2.

Output
Gap between HOMO and LUMO: 9.54 eV
LUMO: 1.0147 eV
Highest occupied orbital energy: -8.526 eV

ORCA input file:
```
! wB97M-V def2-TZVPD RIJCOSX def2/J DEFGRID3
* xyz 0 1
N 1.739 -1.633 1.132
C 1.083 -0.700 0.766
C 0.633 0.690 0.471
C 0.307 0.792 -1.034
C -1.060 0.266 -0.627
C -0.942 -0.846 0.342
N -0.823 0.559 0.818
H 1.236 1.464 0.952
H 0.909 0.213 -1.743
H 0.271 1.840 -1.339
H -1.996 0.547 -1.114
H 0.513 -1.844 0.745
H -1.869 -1.347 0.630
*
```


Which structure is the least stable? The one labeled iii.